Entry 1:
13
Properties=species:S:1:pos:R:3:mulliken_charge:R:1 method="wB97M-V/def2-TZVPD" multiplicity=1 de_lowest_kj_mol=180.9 e_homo_ev=-10.3 orbital_gap_ha=0.411
H 1.3176 1.0896 1.3471 0.255
H 0.9583 0.0914 -1.6029 0.325
C 0.4289 0.4872 -0.7233 -0.536
H -2.5452 0.1999 0.3681 0.327
H 2.4166 0.0752 0.4073 0.296
H 0.3464 1.5739 -0.8196 0.301
N 0.0056 -1.7668 1.4652 -0.558
H -1.3065 -0.6205 -1.6094 0.292
H -0.8429 -1.0234 -0.0003 0.322
C 1.3514 0.2490 0.6320 -0.449
C 0.7743 -0.9205 1.2767 0.393
C -0.9617 -0.1659 -0.6663 -0.423
O -1.9219 0.7343 -0.1390 -0.546

---

Entry 2:
13
Properties=species:S:1:pos:R:3:mulliken_charge:R:1 method="wB97M-V/def2-TZVPD" multiplicity=1 de_lowest_kj_mol=803.5 e_homo_ev=-8.1 orbital_gap_ha=0.331
H -0.0149 -2.0531 -0.1106 0.306
H 1.6823 0.0680 1.5693 0.049
H -0.6333 -0.7534 -2.0902 0.318
H -1.6963 0.3196 -1.0356 0.321
H 1.3703 1.5361 -1.4791 0.321
N 0.2351 1.4749 0.4503 -0.654
C 0.7737 1.1447 -0.6676 -0.173
C 0.6119 -0.0233 0.0570 0.171
C -0.8175 -0.3244 -1.1093 -0.658
H 1.3746 0.8359 1.6087 0.053
O -1.2169 -1.0411 1.2219 -0.527
H -1.2345 -0.1101 1.5010 0.399
C -0.4343 -1.0737 0.0842 0.073

---

Entry 3:
13
Properties=species:S:1:pos:R:3:mulliken_charge:R:1 method="wB97M-V/def2-TZVPD" multiplicity=1 de_lowest_kj_mol=350.0 e_homo_ev=-9.8 orbital_gap_ha=0.396
C -0.7214 -0.9932 -0.1423 0.329
H 0.8026 0.0123 -1.4264 0.384
C -1.8960 -0.2074 -0.5859 -0.362
H 1.1032 0.2484 1.6002 0.313
H 1.9818 1.0923 0.1518 0.316
H -2.4374 -0.3416 -1.5786 0.252
C 0.2656 0.0963 -0.5246 0.170
H -2.5853 -0.2196 0.4051 0.201
N -0.5647 -2.0527 0.5271 -0.675
H 0.5503 1.7814 0.8009 0.281
O -1.1337 0.9798 -0.8780 -0.448
H 0.4965 -2.1731 0.8650 0.263
C 1.0726 0.8184 0.6020 -1.023

---

Entry 4:
13
Properties=species:S:1:pos:R:3:mulliken_charge:R:1 method="wB97M-V/def2-TZVPD" multiplicity=1 de_lowest_kj_mol=337.8 e_homo_ev=-7.1 orbital_gap_ha=0.293
C -0.5909 -1.6725 -0.3523 -0.446
C 1.4717 -0.4529 -0.1965 -0.568
H 2.0414 -1.2521 -0.6537 0.244
C -0.5376 0.4920 0.6251 -0.525
H -0.0016 1.6947 -1.1762 0.385
H -1.6327 -1.6755 -0.0818 0.166
N 0.1623 -0.6304 -0.0138 0.104
H 1.9173 0.4691 0.1425 0.263
C -0.3443 1.7941 -0.1293 0.022
H -1.6117 0.2857 0.6418 0.249
H -0.1701 0.6053 1.6466 0.329
H -0.1248 -2.5189 -0.8318 0.245
O -0.5791 2.8613 0.3795 -0.468

---

Entry 5:
13
Properties=species:S:1:pos:R:3:mulliken_charge:R:1 method="wB97M-V/def2-TZVPD" multiplicity=1 de_lowest_kj_mol=244.5 e_homo_ev=-9.9 orbital_gap_ha=0.388
C 0.7533 -0.4098 1.3581 -1.025
H 1.8453 2.4083 -0.0859 0.206
H 1.4887 -1.1608 1.0359 0.276
H -0.4071 0.9581 -1.3652 0.272
C -0.4567 -0.1015 -1.0906 -0.371
C -1.8784 -0.6294 -0.8045 0.406
H 1.6809 1.8420 -0.5363 -0.206
C -0.3730 -0.4284 0.3889 0.806
H 0.1521 -0.7001 -1.7749 0.233
N -1.5937 -0.8065 0.6023 -0.683
H 0.3888 -0.6561 2.3593 0.330
O -2.8493 -0.8833 -1.4520 -0.511
H 1.2491 0.5675 1.3647 0.266

---

Entry 6:
14
Properties=species:S:1:pos:R:3:mulliken_charge:R:1 method="wB97M-V/def2-TZVPD" multiplicity=1 de_lowest_kj_mol=213.5 e_homo_ev=-8.5 orbital_gap_ha=0.329
H 0.7855 0.4805 1.7645 0.328
H 1.7423 -1.3465 0.5584 0.206
C -1.3271 0.3478 0.7187 0.566
H 1.3542 -1.6630 -1.0818 0.201
C 0.2796 0.8147 0.8593 -0.654
O -1.5086 -0.9805 0.9289 -0.481
C -0.0909 0.4633 -1.4732 -0.940
H -0.7272 -1.4785 0.6236 0.430
C 0.6800 0.1274 -0.3841 0.526
H -0.0210 -0.1301 -2.3735 0.300
N 1.1371 -1.1663 -0.2302 -0.490
O -2.1883 1.1478 0.9753 -0.555
H 0.2435 1.8928 0.7634 0.267
H -0.3592 1.4905 -1.6495 0.296

---

Entry 7:
14
Properties=species:S:1:pos:R:3:mulliken_charge:R:1 method="wB97M-V/def2-TZVPD" multiplicity=1 de_lowest_kj_mol=97.0 e_homo_ev=-10.3 orbital_gap_ha=0.410
C -1.6072 -1.0732 -0.0390 -1.090
H -2.2940 -1.1938 0.8060 0.330
H 1.4295 2.8244 -0.8323 0.337
C -0.2073 -1.0792 0.4934 0.842
C 0.5138 0.9157 -0.5540 0.721
H -1.9193 -0.1743 -0.5575 0.368
C 1.6431 1.8798 -0.3251 -1.027
H -1.7343 -1.9284 -0.7101 0.285
H 1.7329 2.0833 0.7463 0.305
O -0.4010 1.1296 -1.3320 -0.559
N 0.1603 -2.0198 1.3022 -0.723
H -0.6135 -2.6666 1.4807 0.252
H 2.5752 1.4637 -0.7142 0.291
O 0.7216 -0.1612 0.2354 -0.330

---

Entry 8:
14
Properties=species:S:1:pos:R:3:mulliken_charge:R:1 method="wB97M-V/def2-TZVPD" multiplicity=1 de_lowest_kj_mol=204.4 e_homo_ev=-8.5 orbital_gap_ha=0.342
C 1.2783 -0.5191 0.6194 -0.393
N -0.7635 1.1615 0.2008 -0.483
O 3.1017 0.7735 -0.2635 -0.478
C -1.0143 -0.2015 -0.0072 0.693
H 1.8394 -1.3801 0.9990 0.325
H 1.1279 0.1938 1.4363 0.383
C 2.1030 0.1329 -0.4772 -0.015
H -0.0881 1.5819 -0.4296 0.196
O 0.0651 -1.0327 0.1128 -0.386
H 1.7178 -0.0361 -1.5091 0.389
H -3.0548 -0.0757 -0.4927 0.222
H -2.3853 -1.7889 -0.2078 0.263
H -1.6256 1.6901 0.1875 0.246
C -2.2208 -0.7208 -0.2448 -0.962

---

Entry 9:
14
Properties=species:S:1:pos:R:3:mulliken_charge:R:1 method="wB97M-V/def2-TZVPD" multiplicity=1 de_lowest_kj_mol=114.9 e_homo_ev=-10.1 orbital_gap_ha=0.397
O 3.0404 -0.5161 0.4976 -0.567
H 1.7298 1.6695 0.6933 0.277
H -0.5778 1.1044 0.9984 0.335
C -0.0850 0.8920 0.0229 -0.761
C -1.6124 -0.7786 -0.0085 -1.248
H 0.0149 -0.3956 -1.6482 0.359
C 1.8964 -0.2939 0.2119 0.422
N 1.3221 0.9620 0.1184 -0.209
H -0.5891 1.5331 -0.7112 0.337
H -1.5355 -1.4774 0.8192 0.350
C -0.1984 -0.5269 -0.5708 0.420
H -2.0531 0.1331 0.4555 0.313
H -2.3074 -1.0527 -0.7836 0.319
O 0.9550 -1.2530 -0.0950 -0.346

---

Entry 10:
14
Properties=species:S:1:pos:R:3:mulliken_charge:R:1 method="wB97M-V/def2-TZVPD" multiplicity=1 de_lowest_kj_mol=389.4 e_homo_ev=-9.7 orbital_gap_ha=0.393
C -0.0346 1.5373 0.7987 -1.115
N 2.0566 0.1230 0.3614 -0.600
H -1.1154 1.3696 0.7615 0.283
H -0.1075 -2.4335 -0.4444 0.275
H -1.7419 -0.1207 -1.6667 0.397
O 0.9824 -0.7050 0.9622 -0.414
C -0.9022 -0.6587 -1.2299 -0.170
H 2.3641 0.7025 1.1480 0.300
O 0.2470 0.1043 -1.1316 -0.370
H 0.2619 1.6374 1.8460 0.352
C -0.9710 -1.9279 -0.8632 -0.593
H -1.9113 -2.4615 -0.9568 0.262
C 0.6753 0.3736 0.1576 1.098
H 0.1966 2.4596 0.2572 0.296

---

Entry 11:
14
Properties=species:S:1:pos:R:3:mulliken_charge:R:1 method="wB97M-V/def2-TZVPD" multiplicity=1 de_lowest_kj_mol=556.4 e_homo_ev="-6.8 / -6.8" orbital_gap_ha="0.272 / 0.272"
H -1.4687 -1.9260 -0.1913 0.377
H 0.5741 1.5705 -2.0103 0.221
H 1.2491 1.9165 -0.3939 0.267
H 0.1030 0.6392 2.3284 0.264
N -0.8634 0.4790 1.8937 -0.286
H 1.7029 -1.1453 0.9130 0.391
O 1.0068 -1.8046 0.5724 -0.401
C 0.3067 -1.0400 -0.2046 0.368
O 1.0935 0.0082 -0.7539 -0.383
C -1.0459 -0.9484 -0.3884 -0.582
H -1.4324 -0.5427 -1.3227 0.304
C 0.5584 1.3127 -0.9701 -0.674
C -1.4789 0.1576 0.9199 -0.296
H -0.3050 1.3232 -0.3923 0.429

---

Entry 12:
14
Properties=species:S:1:pos:R:3:mulliken_charge:R:1 method="wB97M-V/def2-TZVPD" multiplicity=1 de_lowest_kj_mol=465.7 e_homo_ev="-7.9 / -7.9" orbital_gap_ha="0.308 / 0.308"
C -0.1893 -0.3849 -0.1991 0.535
H 1.9607 0.6902 0.9910 0.363
H 1.4498 2.2750 0.0846 0.353
O -1.1330 1.5775 0.6751 -0.461
O 1.7348 -1.7475 -0.6336 -0.535
C 1.2395 1.2813 0.4514 -0.788
H -2.1131 -0.9224 0.6215 0.327
H 1.3586 -0.0107 -1.6487 0.370
C 1.0850 -0.7465 -0.8642 -0.234
H -0.8562 1.9654 1.5249 0.378
H -1.1319 -2.2797 -0.0263 0.347
H -1.9329 -1.1509 -1.1238 0.278
N -0.0175 0.7982 0.3278 0.227
C -1.4133 -1.2311 -0.1588 -1.160